(1)
A 6-piece molecular cluster, C38H68Cl2N3O19P2 overall. Source: the Open Molecules 2025 dataset; level of theory: wB97M-V/def2-TZVPD.

Geometry as XYZ:
```
132
Properties=species:S:1:pos:R:3:forces:R:3:lowdin_charge:R:1
C 2.24986 -0.60550 5.32470 -0.2 -0.3 -0.2 -0.099
C 2.61087 -1.87567 4.58164 0.6 0.3 0.3 -0.247
C 3.70186 -1.66026 3.52343 -0.6 -0.1 -0.4 -0.182
C 3.36960 -2.25290 2.14212 0.4 0.1 0.2 -0.172
C 3.61368 -1.37693 0.91236 -0.1 0.1 0.4 -0.156
C 2.64343 -0.24506 0.53575 -0.4 -0.7 1.0 -0.451
P 0.86439 -0.94977 0.30624 0.0 0.5 -1.0 1.118
C 0.91348 -2.69772 -0.27957 -0.8 0.3 0.2 -0.375
C -0.30432 -2.92438 -1.19392 0.4 -0.2 -0.1 -0.150
C 0.05848 -1.03750 1.94819 -0.6 0.2 0.2 -0.363
C -1.39230 -0.49322 1.89486 0.6 0.1 -0.3 -0.125
N 2.58935 0.83841 1.50963 -0.4 0.3 -0.4 -0.039
C 1.59477 1.90179 1.22390 1.5 0.0 0.3 -0.395
P 1.94789 3.45337 2.29567 -0.5 0.2 0.6 0.634
O 2.74023 4.37765 1.20342 0.1 0.4 -0.3 -0.359
Cl 3.50772 2.79627 3.45413 0.0 -0.1 0.0 0.307
C 1.47927 2.32959 -0.24138 -1.4 -0.4 0.0 -0.254
C 0.00761 2.58234 -0.59062 0.7 0.6 0.1 -0.132
C -0.52141 3.86348 0.05998 -0.4 -0.3 -0.3 -0.258
C -1.59677 3.57134 1.07576 0.1 0.1 0.1 -0.583
Cl -1.83710 4.94899 2.16401 0.0 0.2 0.2 0.621
N 1.95764 1.30764 -1.23309 0.8 0.6 -0.4 0.121
C 3.07492 0.44336 -0.77195 -0.3 -0.5 0.3 -0.405
C 3.35217 -0.51124 -1.92873 0.0 -0.1 -0.2 -0.142
O 4.59906 -1.12077 -1.85187 0.2 0.1 0.1 -0.154
C 5.58192 -0.61706 -2.74990 -0.3 0.0 0.1 -0.061
O 4.07718 1.42452 -0.61374 0.2 0.4 -0.4 -0.011
N 5.30476 0.94956 -0.03190 0.4 -0.3 0.4 0.037
O 6.07172 1.80762 0.04432 -0.3 0.1 -0.2 0.136
H 1.75774 -0.83644 6.25649 -0.2 0.0 0.4 0.071
H 3.13869 -0.03903 5.54088 0.3 0.4 0.2 0.073
H 1.57792 0.00312 4.73703 -0.2 0.5 -0.2 0.043
H 2.99269 -2.56826 5.31740 0.0 -0.4 0.2 0.102
H 1.73817 -2.33782 4.15019 -0.4 -0.2 -0.2 0.085
H 3.94282 -0.61292 3.40484 0.0 0.5 0.1 0.088
H 4.59641 -2.13565 3.89171 0.5 0.0 0.0 0.108
H 4.07092 -3.06465 2.01176 0.1 -0.5 -0.2 0.113
H 2.39343 -2.71699 2.14689 -0.4 0.0 -0.1 0.080
H 3.63477 -2.05067 0.07278 0.0 -0.2 -0.4 0.093
H 4.62305 -1.01353 1.01095 0.4 0.4 -0.1 0.106
H 0.79635 -3.33935 0.57985 0.4 -0.3 0.3 0.066
H 1.80684 -2.94545 -0.82608 0.5 -0.1 0.1 0.065
H -1.02085 -2.12152 -1.13862 -0.3 0.2 0.0 0.033
H 0.02889 -3.01730 -2.21608 0.0 0.2 -0.5 0.068
H -0.79087 -3.85875 -0.96820 -0.3 -0.3 0.2 0.076
H 0.58547 -0.48309 2.71010 0.4 0.2 0.1 0.050
H 0.01416 -2.05275 2.30700 0.3 -0.5 0.0 0.070
H -1.49193 0.36143 2.54676 -0.2 0.2 0.3 0.041
H -2.10589 -1.25137 2.16999 -0.3 -0.2 0.2 0.073
H -1.62696 -0.17611 0.88861 -0.3 0.1 -0.3 0.041
H 2.40003 0.50217 2.44213 0.2 -0.2 0.1 0.057
H 0.59988 1.62858 1.54893 -0.4 -0.3 0.2 0.072
H 2.45328 5.29385 1.34536 0.3 -0.2 -0.1 0.064
H 1.99528 3.24657 -0.46030 0.7 0.0 0.0 0.127
H -0.03556 2.73119 -1.66194 -0.2 -0.3 -0.4 0.123
H -0.55476 1.71427 -0.27832 -0.4 -0.3 -0.2 0.095
H 0.26514 4.45606 0.49621 0.3 0.1 0.2 0.060
H -0.96351 4.46800 -0.71549 -0.1 0.4 -0.2 0.115
H -2.53904 3.38924 0.58945 -0.4 -0.1 -0.2 0.080
H -1.36452 2.70766 1.67861 0.1 -0.2 0.4 0.047
H 2.36541 1.84986 -2.00713 -0.2 0.2 -0.3 0.115
H 1.20185 0.74503 -1.63064 -0.2 -0.1 0.5 0.144
H 2.57790 -1.27117 -1.91983 -0.2 -0.3 0.0 0.121
H 3.22427 0.03248 -2.86105 0.1 0.2 -0.3 0.135
H 6.54707 -0.71706 -2.28587 0.4 -0.2 0.2 0.092
H 5.55115 -1.18911 -3.66638 0.1 -0.1 -0.4 0.093
H 5.42652 0.43317 -2.96813 -0.1 0.3 -0.1 0.079
C -4.87136 6.24830 2.90397 0.0 -0.1 0.2 -0.062
C -5.98503 7.05625 3.52112 0.2 -0.1 -0.1 -0.326
C -5.56324 8.31853 4.24110 -0.1 0.1 0.0 -0.093
O -6.60497 8.47081 5.21439 0.1 0.0 0.0 0.063
C -7.09386 7.23492 5.49155 0.0 0.0 0.0 -0.561
O -7.82977 6.97982 6.38555 0.0 0.0 0.0 0.172
O -6.61359 6.33153 4.59714 -0.1 0.1 0.0 0.078
H -5.20017 5.22692 2.71812 -0.1 0.0 -0.1 0.087
H -4.55261 6.69020 1.96101 0.0 0.0 0.0 0.082
H -4.01035 6.19643 3.56890 0.0 0.0 0.0 0.053
H -6.75612 7.27494 2.77737 0.0 0.0 0.0 0.158
H -5.51059 9.19383 3.59958 -0.1 0.1 0.1 0.138
H -4.61462 8.19599 4.76866 0.0 -0.1 -0.1 0.137
C 5.63751 1.93028 -6.73545 0.1 -0.2 0.3 -0.013
C 4.52711 2.80773 -6.21855 0.3 -0.1 -0.1 -0.302
C 4.95795 4.08492 -5.53105 0.0 0.1 -0.1 -0.062
O 3.86116 4.31381 -4.62061 0.1 0.1 0.0 0.096
C 3.32492 3.12781 -4.33473 0.1 0.0 0.0 -0.552
O 2.51731 2.94411 -3.46326 0.0 -0.1 0.1 0.126
O 3.79971 2.16368 -5.13526 -0.1 0.0 0.0 0.088
H 5.27682 0.91575 -6.89647 -0.1 0.0 -0.1 0.092
H 6.01820 2.31878 -7.67817 0.0 0.0 0.0 0.096
H 6.46211 1.87842 -6.02341 0.0 0.0 0.0 0.090
H 3.80586 3.01672 -7.01106 -0.1 0.0 0.1 0.162
H 5.07854 4.92929 -6.20202 -0.2 0.1 0.1 0.146
H 5.86628 3.95577 -4.94079 0.0 -0.1 0.0 0.143
C -2.34335 1.73881 8.38626 0.3 -0.1 0.1 -0.015
C -2.15168 2.07600 6.92982 0.0 -0.1 0.2 -0.314
C -2.09624 0.89632 5.98268 -0.1 0.0 -0.1 -0.081
O -1.28755 1.41343 4.90980 0.0 -0.1 0.1 0.030
C -0.47485 2.36483 5.43820 0.0 0.0 0.1 -0.566
O 0.44217 2.85399 4.85831 0.0 -0.1 0.0 0.082
O -0.85218 2.66769 6.69458 -0.1 0.0 -0.2 0.097
H -2.03875 2.57581 9.01172 -0.1 0.1 0.0 0.092
H -3.38904 1.51282 8.58906 0.0 0.0 0.0 0.094
H -1.73913 0.87729 8.67278 0.0 0.0 0.0 0.089
H -2.90317 2.79960 6.60482 0.0 0.0 -0.1 0.160
H -3.06784 0.58420 5.61062 0.0 0.1 -0.2 0.141
H -1.57933 0.03895 6.41845 0.0 0.0 0.1 0.137
C -4.97634 -4.99853 -4.27991 -0.1 -0.1 0.3 -0.014
C -4.54132 -3.60754 -3.89877 0.0 -0.2 -0.1 -0.307
C -3.04662 -3.37292 -3.89979 0.0 0.1 0.0 -0.077
O -2.91515 -2.31993 -2.92294 0.0 0.0 -0.2 0.034
C -3.94386 -2.44115 -2.05252 0.0 0.0 0.1 -0.575
O -4.01777 -1.85231 -1.01954 0.0 0.0 0.0 0.148
O -4.85596 -3.32003 -2.51572 0.0 0.1 -0.1 0.093
H -5.99127 -5.18705 -3.93129 -0.1 0.1 -0.1 0.093
H -4.94459 -5.12795 -5.35992 0.0 0.0 0.0 0.091
H -4.32876 -5.74426 -3.82478 0.1 0.0 0.0 0.071
H -5.05561 -2.86214 -4.51148 0.0 0.1 0.1 0.158
H -2.65161 -3.05354 -4.86048 0.0 0.2 0.1 0.141
H -2.49120 -4.24328 -3.55043 -0.1 -0.1 0.0 0.115
C -1.83810 -10.65825 -5.98475 0.2 0.1 0.0 -0.017
C -2.56553 -9.48176 -5.38585 0.1 -0.2 -0.2 -0.315
C -3.04043 -8.43191 -6.36638 -0.2 0.0 0.0 -0.079
O -3.05215 -7.24556 -5.55056 0.1 -0.1 -0.1 0.042
C -2.12273 -7.41455 -4.57989 0.1 0.0 0.0 -0.565
O -1.74677 -6.54743 -3.85345 0.0 0.0 0.0 0.148
O -1.68674 -8.68809 -4.55366 -0.1 0.0 0.0 0.094
H -1.25275 -11.16953 -5.22276 -0.1 -0.1 0.1 0.092
H -2.54723 -11.36447 -6.41371 0.0 0.0 0.0 0.093
H -1.15021 -10.33747 -6.76767 0.0 0.0 0.0 0.089
H -3.38941 -9.82476 -4.75541 0.0 0.1 0.0 0.160
H -4.02998 -8.62500 -6.77053 -0.1 0.1 0.1 0.141
H -2.33632 -8.27749 -7.18586 0.1 -0.1 0.0 0.139
```
Forces are in eV/Å.

Calculated values
maximum force: 1.5 eV/A
spin multiplicity: 1
total charge: +1
highest occupied orbital energy: -10.26 eV


(2)
A 7-piece molecular cluster, C38H68N2O17 overall. Source: the Open Molecules 2025 dataset; level of theory: wB97M-V/def2-TZVPD.

Geometry as XYZ:
```
125
Properties=species:S:1:pos:R:3:forces:R:3:lowdin_charge:R:1
C -0.96285 -6.13384 1.95038 -0.5 -0.6 0.6 -0.032
C -2.19304 -6.71279 1.25295 -0.3 -0.2 -1.6 -0.505
C -1.70207 -7.75413 0.22257 -0.3 -0.1 0.1 -0.025
C -3.10553 -7.37350 2.30703 0.4 0.1 -0.4 -0.134
C -4.47980 -7.73015 1.74044 0.1 0.4 0.3 -0.171
C -5.11791 -6.44560 1.28048 -0.3 0.1 -0.5 -0.159
C -4.33868 -5.78611 0.13049 -0.4 -0.1 0.3 -0.523
C -4.55827 -6.54422 -1.19918 0.7 -0.3 -0.4 -0.034
C -4.95412 -4.39056 -0.02911 0.1 -0.1 -0.6 -0.035
N -2.95422 -5.64556 0.55162 0.1 0.4 1.4 -0.100
O -2.18031 -5.00028 -0.43840 0.1 -0.1 0.2 -0.028
H -1.24520 -5.31192 2.60911 0.2 0.3 -0.3 0.090
H -0.60936 -6.91986 2.62657 0.2 0.0 -0.1 0.085
H -0.16309 -5.92183 1.24674 -0.1 0.5 0.1 0.067
H -1.44469 -8.67315 0.75260 0.3 -0.1 -0.2 0.085
H -2.48166 -7.97013 -0.50382 -0.1 -0.2 0.2 0.054
H -0.87384 -7.37407 -0.37428 0.2 0.0 0.2 0.077
H -2.58140 -8.26219 2.66332 0.0 0.0 0.1 0.113
H -3.12931 -6.64519 3.12184 -0.5 -0.2 0.2 0.119
H -4.36525 -8.40060 0.88611 0.0 -0.2 0.1 0.107
H -5.15852 -8.19618 2.45759 0.3 -0.2 0.2 0.112
H -5.20611 -5.74211 2.11336 0.2 0.0 0.0 0.122
H -6.14608 -6.59774 0.93799 0.1 -0.1 -0.1 0.120
H -3.91391 -6.13364 -1.98315 -0.3 0.6 0.0 0.079
H -5.60253 -6.51752 -1.50943 0.0 0.2 0.0 0.083
H -4.22762 -7.58535 -1.25071 -0.4 -0.1 0.7 0.058
H -4.76638 -3.74297 0.82495 0.2 -0.1 0.1 0.089
H -6.03427 -4.51516 -0.13362 0.0 0.1 -0.1 0.083
H -4.56087 -3.92548 -0.93457 -0.1 0.2 0.1 0.074
H -1.93125 -4.17782 0.02091 0.1 -0.2 -0.5 0.051
C 0.52470 6.44860 -0.34087 0.2 -0.3 0.1 -0.007
C 1.12958 5.56559 -1.44561 -1.0 1.0 -0.8 -0.514
C 1.40834 4.16654 -0.94468 0.5 -0.2 0.7 -0.043
C 0.15287 5.40123 -2.62989 -0.3 0.3 0.4 -0.141
C -0.16298 6.72180 -3.28836 0.2 0.4 -0.2 -0.187
C 1.09283 7.30431 -3.91346 -0.2 -0.4 0.4 -0.141
C 2.34830 7.28938 -2.98013 -0.7 1.3 -0.1 -0.489
C 3.52734 7.21439 -3.95246 0.3 0.0 -0.4 -0.056
C 2.41510 8.68541 -2.29897 1.4 -0.3 0.2 -0.041
N 2.33460 6.19832 -2.00162 0.2 -1.2 -1.4 -0.111
O 3.42154 6.29840 -1.10598 -0.2 0.0 0.1 -0.003
H 0.63588 7.50519 -0.57199 -0.1 0.0 -0.1 0.064
H -0.53384 6.22942 -0.19830 0.1 -0.1 0.3 0.090
H 1.10264 6.26258 0.56613 -0.3 0.1 0.2 0.084
H 0.54845 3.56011 -0.65623 -0.5 0.6 -0.1 0.063
H 1.90079 3.57694 -1.72229 0.5 0.2 0.2 0.084
H 1.96746 4.29092 -0.01133 0.5 -0.5 -0.3 0.074
H 0.59898 4.68098 -3.32011 -0.1 0.1 -0.2 0.122
H -0.78399 4.97737 -2.26064 0.2 -0.2 0.2 0.124
H -0.95051 6.64943 -4.04298 0.1 -0.2 0.0 0.113
H -0.55632 7.43648 -2.55861 0.0 -0.2 0.2 0.109
H 0.86923 8.33583 -4.19239 0.4 0.1 -0.1 0.118
H 1.32895 6.77246 -4.83756 0.0 -0.2 0.0 0.110
H 3.30065 7.82637 -4.82998 -0.1 0.3 0.2 0.080
H 3.66490 6.22844 -4.40382 0.1 -0.2 0.5 0.085
H 4.46135 7.61054 -3.55018 0.0 -0.3 0.2 0.081
H 1.46896 9.01924 -1.88400 0.0 0.2 -0.1 0.072
H 2.89150 9.40506 -2.97097 -0.8 0.2 -0.4 0.080
H 3.18861 8.68405 -1.52261 -0.4 -0.4 0.4 0.078
H 4.01811 5.62469 -1.44935 0.2 0.1 0.2 0.104
C 4.04705 2.13994 1.49562 -0.3 0.1 -0.6 -0.011
C 3.71627 2.70433 2.85710 -0.9 -0.4 0.6 -0.303
C 4.06233 1.76261 4.02591 1.2 0.0 -0.5 -0.075
O 4.77335 2.60242 4.92966 -0.3 0.0 0.9 0.063
C 4.95625 3.83627 4.43362 -0.2 -0.9 -1.0 -0.570
O 5.56678 4.69461 4.96289 0.2 0.6 0.3 0.175
O 4.39978 3.90641 3.19457 0.5 0.4 -0.1 0.087
H 5.10247 1.95391 1.29588 0.1 0.2 0.3 0.098
H 3.65068 2.76422 0.69245 0.2 0.2 0.1 0.069
H 3.53571 1.18428 1.36087 0.0 -0.1 0.3 0.055
H 2.65413 2.95524 2.90705 -0.1 -0.1 -0.2 0.150
H 4.80677 1.03205 3.69716 -0.3 -0.3 -0.1 0.128
H 3.25114 1.25395 4.53803 -0.2 0.2 -0.1 0.129
C -0.86900 -1.28866 -5.31775 1.5 -0.7 -1.0 -0.032
C -2.29264 -1.15502 -4.85138 -0.1 -0.2 -0.3 -0.313
C -2.69069 -2.27665 -3.88206 0.2 0.9 1.3 -0.055
O -3.21812 -1.52472 -2.75531 0.1 -0.5 0.0 0.056
C -2.89565 -0.21669 -2.86068 -1.5 -0.7 -0.4 -0.590
O -3.15704 0.59976 -2.04581 0.4 0.4 0.4 0.173
O -2.43136 0.02715 -4.08950 0.7 1.0 0.2 0.084
H -0.46719 -0.65786 -6.11586 -0.9 0.5 0.0 0.084
H -0.65891 -2.28753 -5.72153 -0.4 -0.1 0.2 0.090
H -0.09980 -1.16911 -4.54857 -0.6 0.0 0.5 0.085
H -3.05702 -1.04574 -5.62648 0.5 -0.3 -0.4 0.159
H -1.83237 -2.80342 -3.46517 0.1 -0.3 -0.4 0.131
H -3.44298 -2.97210 -4.23743 -0.1 0.1 -0.1 0.134
C 2.90359 -4.06981 0.22782 -0.5 0.0 -0.4 -0.014
C 3.48564 -3.50043 1.49928 0.5 0.1 -1.0 -0.304
C 4.40049 -2.27638 1.37972 0.3 0.0 0.4 -0.081
O 3.72319 -1.25873 2.12078 -0.5 0.3 0.0 0.030
C 2.62382 -1.78600 2.73617 0.0 -0.2 -1.1 -0.569
O 1.89496 -1.21308 3.47366 0.1 0.6 0.4 0.164
O 2.41134 -3.03020 2.30201 0.3 -0.7 0.8 0.100
H 2.33360 -3.37692 -0.39406 0.3 0.5 0.2 0.076
H 2.13751 -4.80035 0.49668 0.4 -0.3 0.0 0.085
H 3.68206 -4.51107 -0.39542 0.0 -0.2 0.1 0.091
H 4.11548 -4.27475 1.94452 -0.7 -0.2 0.7 0.151
H 4.62079 -2.02273 0.34213 -0.3 0.5 0.1 0.127
H 5.34759 -2.40177 1.90633 0.1 -0.3 -0.2 0.132
C -3.48096 1.42921 4.72708 0.8 -0.5 -0.1 -0.014
C -2.12071 1.98099 4.34775 -0.1 0.5 -0.1 -0.280
C -0.98259 1.05587 3.88824 -1.5 -0.6 0.7 -0.094
O -0.34521 1.82165 2.89168 0.9 0.1 0.2 0.048
C -1.21839 2.73902 2.40459 0.4 -0.7 -1.1 -0.575
O -1.02464 3.28991 1.36174 -0.1 0.4 0.3 0.142
O -2.29941 2.80371 3.15312 -0.5 0.2 0.5 0.102
H -3.44715 0.90310 5.68188 0.1 0.1 0.1 0.089
H -3.77967 0.68623 3.98757 -0.4 0.3 -0.1 0.092
H -4.15936 2.27302 4.81537 -0.3 -0.2 -0.2 0.090
H -1.79202 2.68120 5.12015 0.2 -0.1 0.0 0.154
H -1.37962 0.14454 3.42590 0.0 0.1 0.0 0.139
H -0.36571 0.73579 4.72514 0.5 0.4 -0.3 0.138
C 2.15322 -0.08340 -1.05956 0.7 -0.2 0.6 -0.007
C 1.09085 -0.04179 0.01774 -0.3 -0.5 -0.8 -0.280
C -0.26947 0.47967 -0.45890 0.6 0.2 -0.8 -0.057
O -1.20858 -0.51545 -0.01472 0.0 0.9 0.2 0.095
C -0.54939 -1.62472 0.30306 0.1 -0.1 -0.1 -0.534
O -1.07574 -2.67324 0.52881 0.3 0.1 0.2 0.152
O 0.78533 -1.42511 0.28832 -0.3 -0.3 0.5 0.061
H 3.05027 -0.50381 -0.59361 0.2 0.4 0.0 0.067
H 2.36665 0.90903 -1.45591 0.0 -0.1 -0.1 0.086
H 1.94207 -0.81990 -1.83498 -0.6 0.4 -0.2 0.093
H 1.46231 0.41385 0.93725 -0.2 0.1 0.0 0.138
H -0.30320 0.49268 -1.55213 0.0 -0.2 0.0 0.130
H -0.46477 1.51008 -0.17001 -0.5 -0.3 0.6 0.112
```
Forces are in eV/Å.

Calculated values
maximum force: 2.0 eV/A
spin multiplicity: 1
SMILES: CC1(C)CCCC(C)(C)N1O.CC1(C)CCCC(C)(C)N1O.C[C@H]1COC(=O)O1.C[C@H]1COC(=O)O1.C[C@H]1COC(=O)O1.C[C@H]1COC(=O)O1.C[C@H]1COC(=O)O1
highest occupied orbital energy: -7.71 eV


Number 1: HOMO-LUMO gap 8.1989 eV. Number 2: HOMO-LUMO gap 7.9380 eV.